1.
Formula: C60H76N5O3
Source: the Open Molecules 2025 dataset
Level of theory: ωB97M-V/def2-TZVPD

Element x y z (Å)
C 3.579 -6.070 -4.624
N 3.421 -5.114 -3.545
C 3.341 -5.545 -2.240
O 3.387 -6.695 -1.862
C 3.201 -4.312 -1.370
C 4.371 -4.201 -0.392
C 4.518 -5.382 0.525
C 5.643 -6.190 0.471
C 5.778 -7.276 1.310
C 4.782 -7.575 2.214
C 3.647 -6.795 2.266
C 3.518 -5.707 1.427
N 3.122 -3.146 -2.304
C 2.898 -1.868 -1.905
C 2.820 -0.796 -2.773
C 2.664 0.524 -2.420
C 2.593 1.588 -3.372
C 2.489 1.359 -4.755
C 2.429 2.399 -5.653
N 2.317 2.111 -7.076
O 2.150 3.059 -7.863
O 2.392 0.925 -7.448
C 2.474 3.704 -5.196
C 2.579 3.964 -3.845
C 2.632 2.927 -2.944
C 3.265 -3.640 -3.722
C 4.520 -3.072 -4.380
C 1.990 -3.374 -4.520
H 3.734 -7.061 -4.204
H 2.688 -6.085 -5.246
H 4.439 -5.812 -5.237
H 2.250 -4.372 -0.827
H 5.285 -4.079 -0.979
H 4.276 -3.290 0.204
H 6.412 -5.962 -0.244
H 6.664 -7.887 1.262
H 4.885 -8.426 2.867
H 2.863 -7.034 2.966
H 2.631 -5.101 1.463
H 2.784 -1.689 -0.854
H 2.926 -1.001 -3.817
H 2.623 0.777 -1.376
H 2.440 0.363 -5.151
H 2.421 4.500 -5.917
H 2.625 4.982 -3.499
H 2.700 3.129 -1.892
H 5.401 -3.369 -3.813
H 4.629 -3.446 -5.398
H 4.509 -1.986 -4.424
H 1.150 -3.883 -4.049
H 1.741 -2.317 -4.572
H 2.081 -3.744 -5.539
C -1.242 -0.720 -1.057
C -2.473 -1.617 -0.870
C -2.507 -2.567 -2.093
C -2.302 -2.505 0.370
C -3.788 -0.792 -0.758
C -4.742 -1.051 -1.736
C -6.020 -0.564 -1.671
C -6.368 0.227 -0.612
C -5.466 0.607 0.371
C -6.084 1.517 1.467
C -5.070 2.510 2.038
C -6.711 0.645 2.580
C -7.218 2.403 0.886
C -4.126 0.099 0.312
N -3.134 0.475 1.318
C -3.267 0.040 2.733
C -2.303 0.934 3.512
N -1.456 1.594 2.483
C -0.243 2.281 2.918
C 0.918 1.522 3.269
C 1.020 -0.024 3.335
C 2.460 -0.496 3.005
C 0.119 -0.734 2.315
C 0.702 -0.481 4.777
C 2.058 2.195 3.682
C 2.126 3.560 3.755
C 1.011 4.292 3.449
C -0.180 3.707 3.040
C -1.349 4.716 2.914
C -0.869 6.047 2.281
C -1.887 5.004 4.325
C -2.489 4.208 2.041
C -2.028 1.366 1.191
C -1.730 1.988 0.004
C -0.659 2.923 -0.287
C 0.624 2.821 0.263
C 1.559 3.814 0.077
C 1.254 4.920 -0.695
C 0.017 5.012 -1.305
C -0.920 4.023 -1.117
H -1.036 -0.154 -0.156
H -0.352 -1.312 -1.271
H -1.383 -0.023 -1.883
H -3.349 -3.256 -2.031
H -2.579 -2.003 -3.024
H -1.602 -3.170 -2.153
H -3.146 -3.185 0.480
H -1.396 -3.107 0.299
H -2.228 -1.906 1.270
H -4.510 -1.678 -2.578
H -6.748 -0.819 -2.427
H -7.391 0.549 -0.556
H -4.573 3.038 1.225
H -5.555 3.249 2.676
H -4.324 2.018 2.645
H -7.683 0.263 2.269
H -6.102 -0.224 2.817
H -6.864 1.217 3.495
H -8.096 1.821 0.609
H -7.559 3.131 1.622
H -6.871 2.948 0.008
H -4.291 0.134 3.087
H -3.017 -1.018 2.832
H -2.818 1.698 4.100
H -1.698 0.369 4.216
H 3.172 -0.204 3.774
H 2.508 -1.583 2.943
H 2.793 -0.087 2.052
H -0.927 -0.516 2.474
H 0.380 -0.430 1.303
H 0.234 -1.816 2.378
H -0.156 0.040 5.193
H 0.509 -1.552 4.823
H 1.542 -0.269 5.439
H 2.930 1.642 3.980
H 3.036 4.049 4.071
H 1.074 5.359 3.564
H -0.335 5.860 1.349
H -1.712 6.702 2.059
H -0.212 6.605 2.945
H -2.278 4.096 4.781
H -1.097 5.391 4.966
H -2.687 5.743 4.299
H -2.815 3.241 2.398
H -3.341 4.888 2.061
H -2.174 4.110 1.006
H -2.445 1.838 -0.787
H 0.871 1.961 0.856
H 2.531 3.738 0.540
H 1.974 5.713 -0.817
H -0.230 5.883 -1.892
H -1.893 4.112 -1.570

For the total energy, the calculation gives -2831.0530 a.u. The value obtained for the HOMO energy is -8.9 eV. For the energy above the lowest of the compared OMol25 structures with the same formula, charge and spin, the calculation gives 0.0 kcal per mole. As for the charge: +1.

---

2.
Formula: C60H82F24O30
Source: the Open Molecules 2025 dataset
Level of theory: ωB97M-V/def2-TZVPD

Element x y z (Å)
O 3.000 -1.645 2.268
C 3.003 -2.816 2.589
O 2.568 -3.749 1.734
C 2.790 -5.119 2.265
C 3.460 -4.959 3.633
C 3.637 -3.521 3.799
H 3.520 -5.493 1.554
H 1.953 -5.699 2.031
H 4.406 -5.553 3.755
H 2.841 -5.290 4.474
H 4.669 -3.222 3.890
H 3.236 -3.242 4.758
O 7.700 3.343 -0.909
C 6.500 3.183 -0.800
O 5.869 3.031 0.359
C 4.452 2.944 0.150
C 4.187 3.495 -1.206
C 5.484 3.176 -1.931
H 3.915 3.472 0.971
H 4.172 1.922 0.206
H 4.009 4.529 -1.023
H 3.303 3.069 -1.628
H 5.705 3.927 -2.677
H 5.453 2.210 -2.507
O -2.839 -2.208 5.446
C -1.896 -2.682 4.944
O -0.994 -2.007 4.165
C -0.002 -2.870 3.566
C -0.084 -4.187 4.273
C -1.481 -4.130 4.919
H 0.948 -2.331 3.733
H -0.268 -2.959 2.456
H 0.678 -4.202 5.073
H 0.061 -4.963 3.576
H -1.443 -4.485 5.957
H -2.254 -4.664 4.406
O 0.338 4.149 -2.087
C 0.218 4.788 -1.087
O -0.827 4.662 -0.246
C -0.802 5.662 0.757
C 0.200 6.734 0.330
C 1.112 5.890 -0.457
H -0.343 5.252 1.624
H -1.788 6.048 0.977
H 0.646 7.299 1.149
H -0.313 7.393 -0.307
H 1.853 5.394 0.194
H 1.630 6.462 -1.190
O 0.699 -5.324 -0.077
C 0.446 -4.670 -1.078
O 1.337 -4.459 -1.999
C 0.819 -3.495 -2.996
C -0.716 -3.452 -2.800
C -0.768 -3.851 -1.314
H 1.093 -3.816 -4.026
H 1.404 -2.605 -2.785
H -1.174 -4.139 -3.436
H -1.216 -2.438 -2.913
H -1.603 -4.448 -1.149
H -0.742 -2.954 -0.624
O -1.218 6.707 -2.677
C -2.312 6.167 -2.698
O -3.303 6.617 -1.945
C -4.565 6.038 -2.212
C -4.250 4.798 -3.113
C -2.786 4.994 -3.493
H -5.292 6.791 -2.744
H -4.998 5.773 -1.230
H -4.951 4.740 -3.982
H -4.359 3.884 -2.560
H -2.671 5.078 -4.591
H -2.185 4.112 -3.230
O 3.250 4.049 -5.621
C 2.643 3.203 -5.066
O 3.187 2.378 -4.225
C 2.182 1.478 -3.743
C 1.085 1.429 -4.797
C 1.157 2.895 -5.248
H 1.787 1.852 -2.798
H 2.583 0.506 -3.439
H 0.141 1.180 -4.334
H 1.263 0.839 -5.665
H 0.591 3.461 -4.454
H 0.857 3.124 -6.276
C 5.205 -2.012 -1.229
C 5.038 -3.291 -0.385
O 6.189 -4.131 -0.579
C 6.452 -4.978 0.387
O 6.019 -4.997 1.474
C 7.761 -5.811 -0.022
F 7.529 -6.459 -1.171
F 8.811 -5.048 -0.096
F 7.973 -6.733 0.950
H 5.221 -2.144 -2.323
H 6.149 -1.570 -0.963
H 4.434 -1.324 -0.842
H 4.083 -3.826 -0.570
H 5.015 -3.005 0.653
C -3.890 -7.095 -1.712
C -4.154 -5.586 -1.971
O -4.079 -4.991 -0.669
C -3.982 -3.688 -0.549
O -3.976 -2.940 -1.443
C -4.013 -3.318 0.910
F -2.969 -3.923 1.561
F -3.835 -2.024 1.059
F -5.227 -3.698 1.373
H -4.014 -7.570 -2.679
H -4.572 -7.618 -1.032
H -2.886 -7.214 -1.288
H -5.164 -5.445 -2.333
H -3.402 -5.191 -2.595
C -6.211 -1.092 5.227
C -5.526 -0.782 3.911
O -4.805 0.471 3.976
C -4.813 1.297 2.959
O -5.411 1.236 1.964
C -3.718 2.409 3.088
F -3.736 2.948 4.304
F -2.519 1.862 2.753
F -3.915 3.313 2.168
H -6.964 -0.318 5.394
H -5.514 -1.026 6.054
H -6.687 -2.074 5.171
H -6.213 -0.665 3.095
H -4.778 -1.564 3.721
C -6.075 -0.597 -3.413
C -7.323 -0.865 -2.536
O -7.253 -2.240 -1.933
C -8.412 -2.794 -1.664
O -9.474 -2.239 -1.694
C -8.116 -4.279 -1.243
F -7.570 -4.981 -2.245
F -7.334 -4.415 -0.179
F -9.289 -4.901 -0.990
H -6.139 -1.045 -4.411
H -5.262 -1.077 -2.910
H -5.893 0.473 -3.554
H -8.217 -0.614 -3.057
H -7.300 -0.154 -1.769
C 7.733 4.480 4.523
C 6.900 4.219 3.294
O 6.778 2.781 3.253
C 5.544 2.276 3.428
O 4.567 2.967 3.580
C 5.605 0.736 3.452
F 5.117 0.233 2.336
F 6.922 0.331 3.506
F 4.858 0.179 4.427
H 7.219 4.208 5.463
H 7.962 5.558 4.644
H 8.711 3.990 4.512
H 7.468 4.416 2.333
H 5.945 4.703 3.330
C 1.085 1.981 0.896
C 0.071 0.883 1.069
O -1.120 0.942 0.269
C -1.027 0.463 -0.951
O -0.069 -0.043 -1.458
C -2.363 0.718 -1.726
F -3.431 0.484 -1.012
F -2.462 2.002 -2.101
F -2.397 -0.024 -2.833
H 1.253 2.122 -0.160
H 2.035 1.772 1.383
H 0.670 2.942 1.328
H -0.222 0.818 2.175
H 0.560 -0.079 0.843
C -3.446 3.139 -7.929
C -3.115 2.855 -6.477
O -3.018 1.386 -6.304
C -1.790 0.908 -6.664
O -0.874 1.538 -7.115
C -1.764 -0.640 -6.486
F -2.445 -1.049 -5.439
F -2.348 -1.269 -7.573
F -0.461 -1.033 -6.386
H -3.876 4.135 -8.013
H -4.094 2.272 -8.232
H -2.597 3.109 -8.559
H -3.901 3.228 -5.843
H -2.193 3.356 -6.184
C 1.161 2.336 4.367
C 1.004 0.921 4.731
O 1.977 0.630 5.767
C 2.309 -0.606 6.107
O 1.945 -1.659 5.595
C 3.251 -0.500 7.297
F 3.690 0.748 7.462
F 2.648 -0.896 8.442
F 4.301 -1.288 7.121
H 0.661 2.641 3.450
H 2.191 2.628 4.260
H 0.765 2.975 5.137
H 1.259 0.286 3.930
H 0.003 0.661 5.044

For the total energy, the calculation gives -6989.6087 a.u. The value obtained for the HOMO energy is -9.9 eV.

---

Table of E_LUMO (eV), in record order: -4.84; 0.18
Table of Kohn-Sham gap (eV), in record order: 4.11; 10.07